No. 1
This record from OMol25 describes 5 unconnected molecules or ions with the total composition C24H31N6O2 in a non-equilibrium geometry. The level of theory is wB97M-V/def2-TZVPD.

For the LUMO energy, the calculation gives -0.1914 Eh. Its net charge is +1. Its total energy is -38410.1113 eV. The orbital gap comes out at 0.162 hartree.

```
63
C24H31N6O2, DFT wB97M-V/def2-TZVPD
N -1.434 2.550 0.498
C -1.853 1.145 0.088
C -3.349 0.509 0.294
C -3.610 -1.023 -0.266
N -2.526 -1.891 -0.931
C -1.119 -1.291 -1.118
C -0.037 -2.299 -1.887
C 1.502 -1.735 -1.887
C 1.793 -0.505 -2.930
O 3.044 0.031 -2.889
O 0.839 0.092 -3.878
C -0.684 0.212 -0.619
H -1.623 2.641 1.520
H -1.993 3.273 -0.048
H -4.212 1.122 0.815
H -4.699 -1.481 -0.151
H -2.762 -2.861 -1.239
H -0.392 -2.307 -3.027
H -0.118 -3.407 -1.515
H 2.187 -2.644 -2.245
H 1.884 -1.385 -0.829
H 1.190 1.040 -4.015
H 0.407 0.635 -0.745
N 1.154 2.420 2.059
C 2.231 1.621 2.341
C 2.916 2.185 3.394
C 2.224 3.363 3.764
C 1.138 3.482 2.925
H 0.476 2.251 1.327
H 2.419 0.722 1.768
H 3.816 1.791 3.847
H 2.488 4.050 4.557
H 0.359 4.230 2.869
N -3.968 -5.563 -2.484
C -3.890 -6.235 -3.676
C -4.692 -5.583 -4.586
C -5.269 -4.475 -3.921
C -4.803 -4.485 -2.626
H -3.485 -5.822 -1.634
H -3.274 -7.119 -3.774
H -4.843 -5.873 -5.618
H -5.951 -3.747 -4.342
H -4.994 -3.820 -1.794
N 3.557 7.097 1.834
C 3.289 8.316 1.267
C 2.117 8.204 0.553
C 1.659 6.873 0.699
C 2.566 6.213 1.497
H 4.360 6.884 2.411
H 3.954 9.156 1.418
H 1.642 8.997 -0.012
H 0.764 6.443 0.269
H 2.591 5.191 1.852
N 2.696 -3.285 2.446
C 1.597 -2.551 2.081
C 0.607 -3.429 1.701
C 1.124 -4.738 1.848
C 2.415 -4.620 2.313
H 3.576 -2.902 2.765
H 1.615 -1.470 2.121
H -0.382 -3.156 1.356
H 0.610 -5.667 1.639
H 3.155 -5.369 2.558
```

No. 2
This record from OMol25 describes a single C24H31NO4 molecule. The level of theory is wB97M-V/def2-TZVPD.

For the LUMO energy, the calculation gives 0.0243 Eh. Its net charge is 0. Its total energy is -35071.3482 eV. The orbital gap comes out at 0.330 hartree. As for the structure (SMILES): CCOC(=O)C1(Cc2cccc(OC)c2)CCN(Cc2ccccc2OC)CC1. For the energy relative to the best compared isomer or geometry (same formula, charge and spin), the calculation gives 0.518 eV.

```
60
C24H31NO4, DFT wB97M-V/def2-TZVPD
C 0.927 5.255 1.323
C 2.195 4.413 1.342
H 2.906 4.785 0.596
H 2.656 4.417 2.332
O 1.913 3.041 1.069
C 1.795 2.689 -0.218
O 1.953 3.458 -1.130
C 1.530 1.196 -0.371
C 0.961 0.914 -1.763
C -0.448 1.483 -1.910
N -1.314 0.930 -0.891
C -0.849 1.311 0.425
C 0.527 0.702 0.673
H 0.439 -0.382 0.584
H 0.868 0.954 1.678
H -1.557 0.932 1.166
H -0.797 2.413 0.533
C -2.715 1.251 -1.103
C -3.590 0.405 -0.221
C -4.364 0.958 0.782
C -5.147 0.165 1.607
C -5.146 -1.204 1.427
C -4.380 -1.781 0.427
C -3.601 -0.987 -0.406
O -2.838 -1.458 -1.427
C -2.737 -2.847 -1.614
H -2.335 -3.346 -0.726
H -2.045 -2.982 -2.443
H -3.703 -3.293 -1.874
H -4.401 -2.853 0.305
H -5.746 -1.837 2.065
H -5.747 0.615 2.383
H -4.355 2.030 0.921
H -2.926 2.322 -0.923
H -2.945 1.024 -2.148
H -0.845 1.204 -2.889
H -0.409 2.586 -1.858
H 1.606 1.359 -2.522
H 0.918 -0.165 -1.913
C 2.925 0.538 -0.183
C 2.902 -0.956 -0.334
C 3.120 -1.548 -1.569
C 3.071 -2.926 -1.699
C 2.806 -3.723 -0.606
C 2.599 -3.142 0.645
C 2.653 -1.760 0.773
H 2.510 -1.290 1.733
O 2.352 -4.009 1.669
C 2.130 -3.486 2.955
H 3.004 -2.939 3.323
H 1.951 -4.347 3.597
H 1.254 -2.830 2.978
H 2.762 -4.798 -0.689
H 3.241 -3.382 -2.663
H 3.334 -0.932 -2.430
H 3.289 0.802 0.812
H 3.602 0.968 -0.924
H 0.200 4.855 2.026
H 1.163 6.278 1.599
H 0.496 5.250 0.325
```

No. 3
This record from OMol25 describes a molecular structure, C24H32BrN9O3PdS2 in a non-equilibrium geometry. The level of theory is wB97M-V/def2-TZVPD.

For the LUMO energy (spin up / spin down), the calculation gives 0.0053 / -0.0209 Eh. Its net charge is 0. Its total energy is -140152.5284 eV. The orbital gap (spin up / spin down) comes out at 0.288 / 0.280 hartree. The spin multiplicity is 3. For the energy relative to the best compared isomer or geometry (same formula, charge and spin), the calculation gives 0.064 eV.

```
72
C24H32BrN9O3PdS2, DFT wB97M-V/def2-TZVPD
Pd 0.163 0.486 0.007
C 2.771 3.215 2.488
N 1.758 2.285 2.939
C 0.427 2.841 3.063
C 1.863 0.952 2.754
S 0.443 0.027 2.523
N 3.026 0.307 2.889
C 4.207 0.824 3.548
C 3.111 -1.081 2.488
H 2.349 3.847 1.705
H 3.612 2.688 2.053
H 3.108 3.847 3.312
H 0.511 3.908 3.252
H -0.090 2.363 3.894
H -0.163 2.676 2.153
H 3.967 1.688 4.163
H 4.979 1.090 2.822
H 4.607 0.040 4.193
H 2.647 -1.207 1.507
H 2.595 -1.723 3.208
H 4.157 -1.369 2.416
C 0.809 -2.416 -4.637
C 0.431 -1.123 -4.019
C -0.208 0.000 -4.507
C -0.313 0.880 -3.420
N 0.222 0.320 -2.342
N 0.669 -0.882 -2.720
C -0.852 2.266 -3.392
H 0.833 -2.338 -5.719
H 0.085 -3.183 -4.361
H 1.787 -2.733 -4.278
H -0.542 0.181 -5.508
H 1.202 -1.443 -2.060
H -0.773 2.721 -4.377
H -0.272 2.847 -2.679
H -1.900 2.276 -3.089
Br 2.931 -3.767 -0.934
C 1.578 -4.376 0.253
C 1.680 -5.670 0.737
C 0.679 -6.179 1.547
C -0.433 -5.407 1.850
C -0.522 -4.112 1.374
C 0.492 -3.577 0.585
C 0.390 -2.147 0.158
O -0.733 -1.611 0.116
O 1.456 -1.535 -0.134
H 2.534 -6.276 0.478
H 0.770 -7.184 1.938
H -1.227 -5.812 2.460
H -1.366 -3.475 1.603
S -2.160 1.432 0.117
C -2.035 3.096 -0.145
N -0.867 3.724 -0.203
C -0.753 5.142 -0.461
C -1.954 5.617 -1.276
C -3.234 5.201 -0.556
N -3.180 3.781 -0.295
H 0.004 3.155 -0.136
H 0.176 5.319 -1.008
H -0.703 5.695 0.487
H -1.920 5.149 -2.260
H -1.929 6.698 -1.399
H -4.114 5.408 -1.170
H -3.330 5.760 0.385
H -4.031 3.257 -0.179
O 1.456 2.278 -0.012
N 1.942 2.251 -1.243
C 3.207 1.950 -1.424
C 4.123 1.671 -0.391
N 4.811 1.503 0.517
C 3.720 1.870 -2.733
N 4.201 1.757 -3.769
```